(i)
{
  "formula": "H22HeO11",
  "method": "the ωB97M-V functional and the def2-TZVPD basis",
  "symbols": ["He", "O", "H", "H", "O", "H", "H", "O", "H", "H", "O", "H", "H", "O", "H", "H", "O", "H", "H", "O", "H", "H", "O", "H", "H", "O", "H", "H", "O", "H", "H", "O", "H", "H"],
  "xyz": [[-20.584, 5.421, 14.003], [-17.190, 5.219, 16.692], [-17.853, 5.907, 16.747], [-17.539, 4.505, 17.225], [-21.065, 7.341, 10.772], [-21.080, 8.181, 10.313], [-21.775, 6.837, 10.375], [-22.033, 2.688, 14.438], [-21.672, 2.005, 15.002], [-21.306, 2.936, 13.866], [-22.106, 7.567, 13.357], [-21.741, 7.350, 12.500], [-22.959, 7.131, 13.373], [-16.949, 4.543, 14.056], [-17.029, 4.855, 14.957], [-16.530, 3.686, 14.136], [-20.374, 2.682, 12.149], [-19.905, 3.302, 11.590], [-19.691, 2.275, 12.681], [-19.669, 4.634, 10.395], [-20.194, 5.402, 10.623], [-18.768, 4.892, 10.588], [-19.379, 7.981, 13.976], [-20.251, 7.589, 14.022], [-19.230, 8.124, 13.042], [-19.313, 6.918, 16.904], [-20.036, 6.294, 16.970], [-19.324, 7.203, 15.990], [-21.672, 5.271, 17.430], [-22.374, 5.913, 17.324], [-22.063, 4.572, 17.954], [-16.902, 5.246, 11.268], [-17.126, 5.063, 12.180], [-16.172, 4.657, 11.077]],
  "mulliken_charge": [0.02, -0.74, 0.47, 0.28, -0.67, 0.26, 0.33, -0.62, 0.30, 0.34, -0.66, 0.35, 0.33, -0.66, 0.39, 0.26, -0.66, 0.37, 0.33, -0.76, 0.36, 0.38, -0.65, 0.38, 0.27, -0.75, 0.36, 0.39, -0.64, 0.30, 0.29, -0.66, 0.42, 0.28],
  "charge": 0,
  "homo_lumo_gap_ev": 10.8,
  "e_lumo_ev": 0.006,
  "homo_energy_ev": -10.78,
  "molar_mass_g_mol": 202.168
}

(ii)
{
  "formula": "H22HeO11",
  "method": "the ωB97M-V functional and the def2-TZVPD basis",
  "symbols": ["He", "O", "H", "H", "O", "H", "H", "O", "H", "H", "O", "H", "H", "O", "H", "H", "O", "H", "H", "O", "H", "H", "O", "H", "H", "O", "H", "H", "O", "H", "H", "O", "H", "H"],
  "xyz": [[0.246, 0.181, 0.309], [1.864, 1.334, -3.471], [2.566, 1.418, -4.116], [2.249, 0.816, -2.764], [-0.363, -1.585, -2.874], [-0.722, -0.916, -2.292], [-0.083, -2.288, -2.288], [3.386, -0.173, -1.747], [3.319, -0.171, -0.792], [4.220, 0.260, -1.930], [-0.135, 2.273, -1.777], [-0.843, 2.320, -2.419], [0.638, 2.036, -2.290], [-2.483, -0.125, -1.277], [-2.170, -0.211, -0.377], [-3.392, -0.424, -1.244], [-3.278, -3.017, 0.880], [-4.225, -2.885, 0.849], [-2.917, -2.141, 1.017], [1.804, -1.610, 2.237], [2.004, -1.367, 3.141], [0.931, -2.000, 2.280], [-0.254, 1.655, 3.455], [-0.165, 2.179, 2.658], [-1.171, 1.381, 3.460], [-1.239, 2.318, 0.719], [-0.827, 2.170, -0.132], [-1.412, 1.439, 1.057], [3.529, 0.018, 0.985], [4.238, -0.625, 0.944], [2.784, -0.468, 1.339], [-2.435, -0.501, 1.883], [-2.332, -1.113, 2.612], [-3.332, -0.179, 1.965]],
  "mulliken_charge": [0.02, -0.69, 0.26, 0.46, -0.62, 0.31, 0.29, -0.72, 0.41, 0.30, -0.70, 0.28, 0.36, -0.55, 0.34, 0.26, -0.62, 0.31, 0.36, -0.68, 0.32, 0.29, -0.62, 0.38, 0.27, -0.63, 0.41, 0.27, -0.75, 0.33, 0.42, -0.72, 0.34, 0.33],
  "charge": 0,
  "homo_lumo_gap_ev": 10.2,
  "e_lumo_ev": -0.424,
  "homo_energy_ev": -10.61,
  "molar_mass_g_mol": 202.168
}

(iii)
{
  "formula": "H22HeO11",
  "method": "the ωB97M-V functional and the def2-TZVPD basis",
  "symbols": ["He", "O", "H", "H", "O", "H", "H", "O", "H", "H", "O", "H", "H", "O", "H", "H", "O", "H", "H", "O", "H", "H", "O", "H", "H", "O", "H", "H", "O", "H", "H", "O", "H", "H"],
  "xyz": [[0.011, 0.343, 0.180], [-0.909, 0.767, -2.124], [-1.191, -0.119, -1.898], [-1.598, 1.334, -1.778], [1.843, 0.737, -2.747], [0.897, 0.871, -2.678], [2.118, 0.508, -1.859], [-2.322, -0.814, 2.066], [-1.555, -1.383, 2.119], [-3.021, -1.312, 2.490], [2.701, 0.020, -0.362], [2.382, -0.878, -0.266], [3.610, -0.077, -0.644], [-3.493, -0.272, -0.297], [-3.007, -0.382, 0.521], [-3.622, 0.673, -0.374], [1.251, 3.605, 1.623], [2.019, 3.806, 1.089], [1.378, 2.695, 1.893], [1.848, 0.969, 2.125], [2.379, 0.763, 1.357], [2.462, 1.364, 2.743], [0.351, -1.457, 2.903], [0.813, -0.626, 2.792], [1.024, -2.125, 2.773], [-2.539, 2.624, -1.115], [-1.934, 3.276, -1.467], [-3.347, 2.753, -1.611], [1.485, -2.949, -0.523], [1.361, -3.867, -0.283], [1.679, -2.970, -1.461], [-0.982, -2.509, -2.100], [-0.324, -2.495, -1.405], [-1.764, -2.869, -1.682]],
  "mulliken_charge": [0.03, -0.72, 0.34, 0.42, -0.70, 0.40, 0.41, -0.70, 0.31, 0.32, -0.79, 0.34, 0.30, -0.65, 0.42, 0.28, -0.67, 0.29, 0.43, -0.75, 0.39, 0.35, -0.64, 0.36, 0.28, -0.70, 0.31, 0.34, -0.63, 0.26, 0.34, -0.65, 0.32, 0.33],
  "charge": 0,
  "homo_lumo_gap_ev": 9.8,
  "e_lumo_ev": -0.159,
  "homo_energy_ev": -9.94,
  "molar_mass_g_mol": 202.168
}

Which structure is the least stable? The one labeled (ii).

(i)
{
  "formula": "C2H3NS",
  "method": "the ωB97M-V functional and the def2-TZVPD basis",
  "symbols": ["C", "S", "C", "N", "H", "H", "H"],
  "xyz": [[-0.002, -0.110, -0.234], [0.278, -2.059, -0.068], [-0.897, -3.294, -0.062], [-1.576, -4.203, 0.016], [0.396, 0.060, 0.654], [-1.002, 0.058, -0.409], [0.557, 0.097, -1.062]],
  "mulliken_charge": [-0.71, -0.10, 0.25, -0.34, 0.29, 0.32, 0.28],
  "charge": 0,
  "homo_lumo_gap_ev": 9.7,
  "e_lumo_ev": -0.035,
  "smiles": "CSC#N",
  "homo_energy_ev": -9.74,
  "molar_mass_g_mol": 73.120
}

(ii)
{
  "formula": "C2H3NS",
  "method": "the ωB97M-V functional and the def2-TZVPD basis",
  "symbols": ["C", "C", "N", "S", "H", "H", "H"],
  "xyz": [[-0.827, 0.896, -1.218], [0.057, 0.709, -0.099], [0.216, -0.010, -1.342], [-1.989, 1.710, -1.870], [0.748, 1.287, 0.407], [-0.103, -0.255, 1.658], [0.386, -0.864, -1.772]],
  "mulliken_charge": [0.43, -0.44, -0.23, -0.38, 0.29, 0.08, 0.25],
  "charge": 0,
  "homo_lumo_gap_ev": [8.3, 8.4],
  "e_lumo_ev": [-0.674, -0.647],
  "homo_energy_ev": [-9.01, -9.02],
  "molar_mass_g_mol": 73.120
}

(iii)
{
  "formula": "C2H3NS",
  "method": "the ωB97M-V functional and the def2-TZVPD basis",
  "symbols": ["C", "N", "C", "S", "H", "H", "H"],
  "xyz": [[0.055, -0.436, -0.672], [-0.195, 0.725, -0.272], [-0.519, 0.876, 1.043], [-1.282, -0.339, 1.679], [0.303, -0.686, -1.704], [0.083, -1.288, 0.076], [-0.275, 1.782, 1.720]],
  "mulliken_charge": [-0.11, -0.42, 0.17, -0.36, 0.27, 0.16, 0.29],
  "charge": 0,
  "homo_lumo_gap_ev": 8.2,
  "e_lumo_ev": -0.609,
  "smiles": "C=NC=S",
  "homo_energy_ev": -8.84,
  "molar_mass_g_mol": 73.120
}

Which structure is the least stable? The one labeled (ii).